Entry 1:
Molecular formula: C4H11NO
Method: DFT, wB97M-V/def2-TZVPD

Results
- HOMO: -9.58 eV
- DFT total energy: -288.951357 a.u.
- SMILES string: C=NCCC.O
- Net charge: 0
- Energy relative to the best compared isomer or geometry (same formula, charge and spin): 41.2 kcal per mole

Each line ends with the Löwdin charge.
Geometry (Å):
C  -0.624  0.595  1.953  -0.053
N  -0.254  0.041  0.883  -0.052
C  0.948  0.476  0.243  -0.276
C  1.149  -0.243  -1.109  -0.237
C  1.737  -1.638  -0.805  -0.114
H  -0.240  1.595  2.212  0.083
H  -1.316  0.134  2.644  0.073
H  1.840  0.345  0.856  0.115
H  0.794  1.564  0.056  0.120
H  1.769  0.304  -1.813  0.099
H  0.121  -0.368  -1.457  0.094
H  1.007  -2.189  -0.217  0.068
H  2.663  -1.487  -0.247  0.065
H  1.970  -2.218  -1.691  0.061
O  -2.661  0.623  -0.825  -0.055
H  -2.123  0.814  -0.045  -0.010
H  -2.713  1.489  -1.208  0.020

Entry 2:
Molecular formula: C3H6ClFS
Method: DFT, wB97M-V/def2-TZVPD

Results
- HOMO: -9.20 eV
- DFT total energy: -1076.073860 a.u.
- SMILES string: F[C@H](CS)CCl
- Net charge: 0
- Energy relative to the best compared isomer or geometry (same formula, charge and spin): 45.6 kcal per mole

Each line ends with the Löwdin charge.
Geometry (Å):
F  -0.510  -1.538  0.687  -0.093
C  -0.519  -0.126  0.526  -0.399
C  -0.706  0.431  -0.979  -0.511
S  -0.129  -0.843  -2.265  0.580
C  0.919  0.141  0.890  -0.510
Cl  1.363  1.915  0.843  0.546
H  -1.063  0.271  1.309  0.117
H  -1.804  0.515  -1.007  0.049
H  -0.148  1.547  -1.084  0.099
H  -0.220  -1.845  -1.045  0.007
H  1.172  -0.018  1.847  0.014
H  1.646  -0.450  0.279  0.102

Entry 3:
Molecular formula: C7H10
Method: DFT, wB97M-V/def2-TZVPD

Results
- HOMO (spin up / spin down): -7.39 / -7.55 eV
- DFT total energy: -272.486396 a.u.
- Net charge: 0
- Energy relative to the best compared isomer or geometry (same formula, charge and spin): 145.3 kcal per mole

Each line ends with the Löwdin charge.
Geometry (Å):
C  -1.950  -0.577  -0.085  0.091
C  -0.671  1.241  -0.568  -0.019
C  -0.621  -0.183  -0.095  -0.535
C  0.476  -0.972  -0.823  -0.104
C  1.515  -0.606  0.234  -0.210
C  1.417  0.805  0.726  -0.105
C  0.538  -0.131  1.277  -0.125
H  -2.289  -1.521  -0.512  0.065
H  -2.688  0.029  0.435  0.061
H  -0.808  1.365  -1.645  0.086
H  -1.282  1.933  0.019  0.095
H  0.264  -2.047  -0.782  0.116
H  0.655  -0.680  -1.868  0.112
H  2.417  -1.194  0.401  0.127
H  0.568  1.500  -0.172  0.106
H  2.174  1.443  1.165  0.111
H  0.284  -0.406  2.293  0.127

Entry 4:
Molecular formula: C6H6N3OP
Method: DFT, wB97M-V/def2-TZVPD

Results
- HOMO: -9.72 eV
- DFT total energy: -812.849310 a.u.
- SMILES string: O=P(C1=NC1)(C1=NC1)[C@H]1C=N1
- Net charge: 0
- Energy relative to the best compared isomer or geometry (same formula, charge and spin): 133.7 kcal per mole

Each line ends with the Löwdin charge.
Geometry (Å):
O  0.230  0.840  -2.321  -0.328
P  -0.032  0.681  -0.895  0.778
C  1.286  1.197  0.237  -0.349
N  2.004  1.795  1.055  0.159
C  2.596  0.593  0.413  -0.145
C  -0.269  -1.110  -0.451  -0.308
N  -1.215  -1.855  -0.095  0.112
C  0.124  -2.478  -0.093  -0.115
C  -1.805  1.468  -0.198  -0.280
C  -2.571  0.508  0.622  -0.106
N  -1.968  1.433  1.270  0.117
H  2.819  -0.213  1.104  0.093
H  3.285  0.856  -0.281  0.050
H  0.210  -3.116  -0.950  0.081
H  0.695  -2.607  0.791  0.077
H  -2.166  2.295  -0.794  0.083
H  -3.221  -0.285  0.587  0.081

Entry 5:
Molecular formula: ClH10O5
Method: DFT, wB97M-V/def2-TZVPD

Results
- HOMO: -6.50 eV
- DFT total energy: -842.513634 a.u.
- Net charge: -1
- Energy relative to the best compared isomer or geometry (same formula, charge and spin): 2.0 kcal per mole

Each line ends with the Löwdin charge.
Geometry (Å):
Cl  -0.264  -0.334  0.917  0.137
O  -2.970  0.235  -0.350  -0.151
H  -2.179  -0.065  0.188  -0.108
H  -2.756  -0.033  -1.240  -0.001
O  2.706  0.431  0.568  -0.110
H  1.790  0.262  0.839  -0.109
H  2.634  0.497  -0.371  -0.008
O  1.038  -2.540  -0.805  -0.146
H  0.671  -1.951  -0.080  -0.081
H  1.854  -2.128  -1.122  0.025
O  -0.959  2.539  2.287  -0.079
H  -0.635  1.696  1.969  -0.090
H  -1.875  2.491  2.446  -0.006
O  0.351  -0.040  -1.987  -0.112
H  0.492  -0.954  -2.186  -0.015
H  0.100  -0.109  -1.068  -0.147

Entry 6:
Molecular formula: C4H11N2O
Method: DFT, wB97M-V/def2-TZVPD

Results
- HOMO: -14.41 eV
- DFT total energy: -343.441163 a.u.
- Net charge: +1
- Energy relative to the best compared isomer or geometry (same formula, charge and spin): 77.2 kcal per mole

Each line ends with the Löwdin charge.
Geometry (Å):
C  1.059  1.485  -0.435  -0.057
C  1.077  0.715  1.301  -0.001
C  -1.743  -0.767  0.133  -0.073
C  -1.314  0.617  0.577  -0.175
N  1.519  -1.133  -1.533  -0.015
N  0.088  0.835  0.457  0.029
O  1.997  1.289  0.588  0.118
H  1.341  0.861  -1.321  0.118
H  0.861  2.559  -0.676  0.179
H  1.196  0.276  2.246  0.175
H  0.902  -1.937  -1.296  0.041
H  -1.299  -0.974  -0.880  0.077
H  -1.494  -1.572  0.855  0.094
H  -2.830  -0.855  -0.118  0.101
H  -1.655  0.567  1.588  0.129
H  -1.815  1.376  0.049  0.125
H  1.262  -0.907  -2.531  0.061
H  2.535  -1.445  -1.595  0.076